Entry 1:
Molecular formula: H18O9
Method: DFT, ωB97M-V/def2-TZVPD

Computed properties:
multiplicity	2
energy	-18719.86184	eV
expectation value of S²	0.7506
charge	-1

Bonds (Å) are listed after each position.
Atoms and positions in Å:
1 O 1.67823 -1.76983 -0.33708  H2 0.957, H3 0.957
2 H 2.03663 -1.37287 -1.13093  O1 0.957
3 H 1.44073 -2.65915 -0.59963  O1 0.957
4 O -0.69647 0.28073 0.16002  H5 0.957, H6 0.957
5 H -1.11545 -0.57105 0.03688  O4 0.957
6 H 0.12393 0.08164 0.61117  O4 0.957
7 O -2.21587 -3.68426 -0.88246  H8 0.957, H9 0.957
8 H -2.40623 -4.12329 -1.71146  O7 0.957
9 H -2.52595 -2.78756 -1.00903  O7 0.957
10 O 0.25455 2.30081 -1.92416  H11 0.957, H12 0.957
11 H -0.02341 2.35895 -2.83826  O10 0.957
12 H -0.20203 1.53183 -1.58292  O10 0.957
13 O -0.95017 2.75557 1.38708  H14 0.957, H15 0.957
14 H -0.35747 2.20244 1.89598  O13 0.957
15 H -1.25671 2.19016 0.67815  O13 0.957
16 O 1.42955 1.39089 2.18078  H17 0.957, H18 0.957
17 H 1.78542 0.52674 2.38773  O16 0.957
18 H 1.43497 1.85890 3.01574  O16 0.957
19 O 2.28001 -1.23641 2.03076  H20 0.957, H21 0.957
20 H 2.20108 -1.43685 1.09812  O19 0.957
21 H 1.86575 -1.97824 2.47156  O19 0.957
22 O -3.42360 -1.27417 -1.75059  H23 0.957, H24 0.957
23 H -3.23559 -0.43087 -1.33861  O22 0.957
24 H -3.86616 -1.04823 -2.56871  O22 0.957
25 O 2.25152 2.47611 -0.17976  H26 0.957, H27 0.957
26 H 1.98844 2.09476 0.65785  O25 0.957
27 H 1.50437 2.32328 -0.75825  O25 0.957

So, what does the Mulliken scheme give us? The charges, in e, come out as: number 1, O, carries -0.48; number 2, H, carries 0.25; number 3, H, carries 0.28; number 4, O, carries -0.09; number 5, H, carries 0.04; number 6, H, carries 0.09; number 7, O, carries -0.85; number 8, H, carries 0.38; number 9, H, carries 0.41; number 10, O, carries -0.81; number 11, H, carries 0.28; number 12, H, carries 0.25; number 13, O, carries -0.75; number 14, H, carries 0.31; number 15, H, carries 0.30; number 16, O, carries -0.72; number 17, H, carries 0.37; number 18, H, carries 0.30; number 19, O, carries -1.04; number 20, H, carries 0.36; number 21, H, carries 0.33; number 22, O, carries -1.04; number 23, H, carries 0.26; number 24, H, carries 0.58; number 25, O, carries -0.84; number 26, H, carries 0.40; number 27, H, carries 0.43

***

Entry 2:
Molecular formula: C4H9NO
Method: DFT, ωB97M-V/def2-TZVPD

Computed properties:
energy	-7830.46316	eV
SMILES	CN(C)CC=O
charge	0

Bonds (Å) are listed after each position.
Atoms and positions in Å:
1 C 0.74712 0.82044 -1.37187  N2 1.419, H7 1.091, H8 1.089, H9 1.090
2 N 0.31893 0.26040 -0.14008  C1 1.419, C3 1.431, C4 1.426
3 C 1.16202 -0.72576 0.46462  N2 1.431, H10 1.106, H11 1.123, H12 1.104
4 C -1.05970 -0.09177 -0.04343  N2 1.426, C5 1.512, H13 1.102, H14 1.100
5 C -1.47883 0.01281 1.40601  C4 1.512, O6 1.203, H15 1.112
6 O -2.38226 -0.61344 1.89495  C5 1.203
7 H 0.72230 0.10651 -2.19685  C1 1.091
8 H 1.77145 1.17005 -1.24777  C1 1.089
9 H 0.08071 1.64713 -1.61682  C1 1.090
10 H 2.21698 -0.39388 0.43935  C3 1.106
11 H 0.73589 -0.84516 1.49667  C3 1.123
12 H 1.09438 -1.71550 -0.02072  C3 1.104
13 H -1.31357 -1.09349 -0.42723  C4 1.102
14 H -1.67082 0.64140 -0.59045  C4 1.100
15 H -0.94458 0.82026 1.95360  C5 1.112

So, what does the Mulliken scheme give us? The charges, in e, come out as: number 1, C, carries -0.98; number 2, N, carries 0.02; number 3, C, carries -0.86; number 4, C, carries -0.44; number 5, C, carries -0.11; number 6, O, carries -0.49; number 7, H, carries 0.33; number 8, H, carries 0.31; number 9, H, carries 0.32; number 10, H, carries 0.32; number 11, H, carries 0.25; number 12, H, carries 0.30; number 13, H, carries 0.27; number 14, H, carries 0.36; number 15, H, carries 0.39

***

Entry 3:
Molecular formula: C4H6N2OS
Method: DFT, ωB97M-V/def2-TZVPD

Computed properties:
energy	-20108.12707	eV
SMILES	Cn1cc(S)nc1O
charge	0

Bonds (Å) are listed after each position.
Atoms and positions in Å:
1 C 1.02478 0.78164 -1.61907  H5 1.089, H6 1.082, H7 1.065, N11 1.462
2 C 0.14713 0.95519 0.77451  C3 1.372, H8 1.055, N11 1.388
3 C -0.57458 0.07889 1.54421  C2 1.372, N12 1.371, S14 1.765
4 C -0.29450 -0.88302 -0.31296  N11 1.334, N12 1.314, O13 1.347
5 H 1.82733 0.09251 -1.87844  C1 1.089
6 H 0.37706 0.85849 -2.48258  C1 1.082
7 H 1.40901 1.75695 -1.43145  C1 1.065
8 H 0.55282 1.91550 0.93542  C2 1.055
9 H -1.71636 -0.86648 3.26415  S14 1.342
10 H -0.79383 -2.50170 -1.07277  O13 0.945
11 N 0.31338 0.29838 -0.43663  C1 1.462, C2 1.388, C4 1.334
12 N -0.85207 -1.07655 0.86049  C3 1.371, C4 1.314
13 O -0.30228 -1.74350 -1.34887  C4 1.347, H10 0.945
14 S -1.11790 0.33370 3.20400  C3 1.765, H9 1.342

So, what does the Mulliken scheme give us? The charges, in e, come out as: number 1, C, carries -0.85; number 2, C, carries -0.26; number 3, C, carries 0.16; number 4, C, carries 0.38; number 5, H, carries 0.30; number 6, H, carries 0.30; number 7, H, carries 0.32; number 8, H, carries 0.40; number 9, H, carries 0.15; number 10, H, carries 0.35; number 11, N, carries 0.18; number 12, N, carries -0.64; number 13, O, carries -0.50; number 14, S, carries -0.29

***

Entry 4:
Molecular formula: C6H7N3O
Method: DFT, ωB97M-V/def2-TZVPD

Computed properties:
energy	-12851.60522	eV
SMILES	Cc1nccc(C#N)n1.O
charge	0

Bonds (Å) are listed after each position.
Atoms and positions in Å:
1 C -2.36802 1.56464 -0.30185  C2 1.497, H10 1.099, H11 1.095, H12 1.099
2 C -1.46843 0.37562 -0.17083  C1 1.497, N3 1.334, N7 1.340
3 N -0.15423 0.57096 -0.04933  C2 1.334, C4 1.338
4 C 0.64821 -0.49835 -0.10225  N3 1.338, C5 1.388, C8 1.466
5 C 0.15156 -1.79007 -0.20654  C4 1.388, C6 1.397, H13 1.088
6 C -1.24068 -1.90015 -0.19024  C5 1.397, N7 1.327, H14 1.093
7 N -2.03509 -0.83771 -0.21082  C2 1.340, C6 1.327
8 C 2.08122 -0.24054 -0.27152  C4 1.466, N9 1.187
9 N 3.03616 0.11365 -0.88069  C8 1.187
10 H -3.14133 1.52893 0.47803  C1 1.099
11 H -1.80501 2.49950 -0.21618  C1 1.095
12 H -2.87957 1.53385 -1.27411  C1 1.099
13 H 0.79669 -2.65568 -0.34083  C5 1.088
14 H -1.71927 -2.87969 -0.26509  C6 1.093
15 O 3.49049 0.64654 1.61601  H16 0.977, H17 1.124
16 H 2.69819 1.18691 1.80465  O15 0.977
17 H 3.90913 0.78157 0.58159  O15 1.124

So, what does the Mulliken scheme give us? The charges, in e, come out as: number 1, C, carries -0.94; number 2, C, carries 0.55; number 3, N, carries -0.48; number 4, C, carries 0.92; number 5, C, carries -0.51; number 6, C, carries -0.12; number 7, N, carries -0.52; number 8, C, carries 0.10; number 9, N, carries -0.61; number 10, H, carries 0.28; number 11, H, carries 0.30; number 12, H, carries 0.26; number 13, H, carries 0.39; number 14, H, carries 0.41; number 15, O, carries -0.75; number 16, H, carries 0.32; number 17, H, carries 0.40

***

Entry 5:
Molecular formula: C3H2O3P
Method: DFT, ωB97M-V/def2-TZVPD

Computed properties:
energy	-18574.77331	eV
SMILES	O=C1C=[PH]=C([O-])O1
charge	-1

Bonds (Å) are listed after each position.
Atoms and positions in Å:
1 C 0.36980 0.62615 -0.53133  C2 1.369, P7 1.759, H8 1.141
2 C -0.21168 0.62906 -1.77110  C1 1.369, O4 1.389, O6 1.379
3 C -0.36376 -1.62107 -1.54891  O5 1.212, O6 1.345, P7 1.876
4 O -0.40420 1.69640 -2.63929  C2 1.389
5 O -0.82511 -2.71586 -1.78876  C3 1.212
6 O -0.67265 -0.55433 -2.30720  C2 1.379, C3 1.345
7 P 0.46168 -1.03788 0.03191  C1 1.759, C3 1.876, H9 1.315
8 H 1.13149 1.44643 -0.31164  C1 1.141
9 H -0.72975 -1.20313 0.56272  P7 1.315

So, what does the Mulliken scheme give us? The charges, in e, come out as: number 1, C, carries -0.40; number 2, C, carries 0.43; number 3, C, carries 0.54; number 4, O, carries -0.79; number 5, O, carries -0.59; number 6, O, carries -0.25; number 7, P, carries -0.15; number 8, H, carries 0.25; number 9, H, carries -0.03